Molecular formula: C15H30F3IN3O4S
Method: DFT, the ωB97M-V functional and the def2-TZVPD basis

```
! wB97M-V def2-TZVPD RIJCOSX def2/J DEFGRID3
* xyz 1 1
C -1.2002 -2.7084 0.9337
C 0.0379 -2.4854 -0.0920
C 0.7076 -1.0820 0.3528
O -0.3403 -0.0884 0.2198
C 0.1580 1.2002 -0.1335
S 1.5114 1.5542 1.1483
C -0.9216 2.3711 0.1254
C -2.3387 2.0902 -0.5283
C -3.3051 1.1042 0.2615
O -3.2426 -0.2747 -0.1805
C -3.2170 1.1721 1.8397
F -4.4030 0.5938 2.3397
F -3.2469 2.5144 2.2119
F -2.1846 0.4480 2.4112
C -0.3068 3.7785 -0.3719
I -1.5313 5.4929 0.1794
N -0.0131 3.6903 -1.8518
C 1.0374 2.6406 -1.9176
N 2.2024 3.0535 -2.4791
N 0.8410 1.2707 -1.4585
C 0.1310 0.5705 -2.5766
C 1.2015 0.1701 -3.7321
C 0.6103 -1.1168 -4.4695
H -1.2210 -1.9427 1.7657
H -1.0524 -3.7233 1.4111
H -2.1724 -2.6241 0.3480
H -0.3474 -2.3907 -1.1656
H 0.7580 -3.3548 0.0341
H 1.0201 -1.2491 1.4371
H 1.5935 -0.9377 -0.3362
H 2.7275 1.3601 0.5213
H -0.9461 2.4816 1.2653
H -2.1780 1.6250 -1.5649
H -2.9504 3.0340 -0.7423
H -4.3724 1.4271 -0.0003
H -2.6675 -0.3469 -0.9613
H 0.7119 3.9820 0.1072
H -0.8465 3.4048 -2.3849
H 2.8088 3.7578 -2.0380
H 2.4478 2.7091 -3.4192
H -0.3905 -0.3901 -2.3065
H -0.5731 1.3129 -3.0705
H 1.3582 1.0216 -4.4720
H 2.1773 -0.1169 -3.2075
H 0.1458 -1.8743 -3.7461
H 1.4078 -1.7072 -5.0341
H -0.2499 -0.8073 -5.1561
C 1.2159 -2.8339 3.9322
C 2.3902 -3.3964 4.7156
O 3.6044 -3.1077 4.0191
O 1.1984 -3.3913 2.6211
H 0.2679 -3.0652 4.4213
H 1.3089 -1.7458 3.8282
H 2.3138 -4.4821 4.7901
H 2.4408 -2.9713 5.7219
H 3.7560 -2.1562 4.0839
H 2.1270 -3.4605 2.3499
*
```

Values from the calculation:
Frontier orbital gap, hartree: 0.2172
E, eV: -55778.003
HOMO level, eV: -12.3